C4H9ClS2 | ωB97M-V with the def2-TZVPD basis set

The energy above the lowest of the compared OMol25 structures with the same formula, charge and spin comes out at 2.0 kcal per mole. As for the HOMO energy: -9.2 eV. As for the SMILES: C[C@@H](S)[C@@H](S)CCl. As for the total energy: -1414.3631 a.u. Its total charge is 0. For the frontier orbital gap, the calculation gives 9.9 eV.

Element x y z (Å)
Cl1 1.36018 1.17732 2.50851
S1 0.91659 -1.06075 -1.95436
S2 -0.96768 1.60659 -1.24771
C1 -0.69874 -1.40450 0.16493
C2 -0.00903 1.45076 1.36062
C3 0.48836 -0.56695 -0.22664
C4 0.30873 0.96205 -0.07317
H1 0.60090 -2.36754 -1.93184
H2 -0.43800 1.07730 -2.38521
H3 -1.60846 -1.07088 -0.33418
H4 -0.89156 -1.33345 1.23178
H5 -0.52829 -2.42677 -0.12089
H6 -0.21728 2.50802 1.24066
H7 -0.89755 0.94473 1.70115
H8 1.32223 -0.88020 0.42550
H9 1.25959 1.38426 -0.35916

Forces on atoms 1 to 3 (eV/Å):
Cl -0.66 0.11 -0.54
S 0.52 0.58 -0.20
S 0.16 0.08 0.19

Löwdin atomic charge list, values in e, 6 entries:
1. Cl 0.56
2. S 0.73
3. S 0.73
4. C -0.17
5. C -0.59
6. C -0.74

C4H9EuO3 | ωB97M-V with the def2-TZVPD basis set

As for the HOMO energy (spin up / spin down): -11.5 / -11.5 eV. As for the total energy: -1093.5620 a.u. Its total charge is +1. For the frontier orbital gap (spin up / spin down), the calculation gives 6.2 / 6.3 eV. As for the spin multiplicity: 8.

Element x y z (Å)
O1 1.38190 0.61272 -0.56038
C1 -0.00342 0.62463 -0.40088
C2 -0.52701 -0.74182 0.02719
C3 -2.05582 -0.81273 0.03193
C4 -2.69386 0.08140 1.05495
O2 -3.69769 0.73311 0.87046
H1 3.30392 -0.13996 0.34607
H2 -0.52248 0.93253 -1.32884
H3 -0.28207 1.37369 0.36660
H4 -0.12942 -0.98046 1.02647
H5 -0.14743 -1.51390 -0.65851
H6 -2.48030 -0.59081 -0.95740
H7 -2.23620 0.03594 2.07138
H8 -2.36325 -1.83791 0.30220
Eu1 3.23688 1.62180 -1.92226
O3 4.14153 0.32010 -0.25047
H9 5.07472 0.28167 -0.01851

Forces on atoms 1 to 3 (eV/Å):
O 2.60 0.97 -1.40
C -0.30 0.15 0.15
C 0.02 -0.20 -0.02

Löwdin atomic charge list, values in e, 6 entries:
1. O -0.49
2. C -0.41
3. C -0.21
4. C -0.17
5. C -0.28
6. O 0.05

C4H9F | ωB97M-V with the def2-TZVPD basis set

The energy above the lowest of the compared OMol25 structures with the same formula, charge and spin comes out at 50.4 kcal per mole. As for the HOMO energy: -10.8 eV. As for the SMILES: CC(C)(C)F. As for the total energy: -257.5953 a.u. Its total charge is 0. For the frontier orbital gap, the calculation gives 11.7 eV.

Element x y z (Å)
C1 -0.50804 -1.19674 0.55356
C2 0.37297 -0.05485 0.11329
C3 0.64427 -0.09106 -1.41577
C4 -0.41889 1.26214 0.64987
H1 -1.38616 -1.47933 -0.32300
H2 -0.01037 -2.22441 1.03863
H3 -0.96457 -0.66546 1.62670
H4 1.52283 -0.73059 -1.75678
H5 -0.24935 -0.12245 -1.90988
H6 1.02149 0.85091 -1.71317
H7 -1.51382 1.27698 0.35137
H8 -0.22196 1.19261 1.75127
H9 0.12402 2.07802 0.15637
F1 1.58758 -0.09578 0.87754

Forces on atoms 1 to 3 (eV/Å):
C -2.31 -1.97 3.00
C -0.73 0.33 0.06
C 3.58 0.33 2.14

Löwdin atomic charge list, values in e, 6 entries:
1. C -0.10
2. C -0.61
3. C -0.03
4. C -0.04
5. H 0.14
6. H 0.12

C4H9FN2 | ωB97M-V with the def2-TZVPD basis set

The energy above the lowest of the compared OMol25 structures with the same formula, charge and spin comes out at 103.3 kcal per mole. As for the HOMO energy: -9.5 eV. As for the total energy: -367.0260 a.u. Its total charge is 0. For the frontier orbital gap, the calculation gives 10.2 eV.

Element x y z (Å)
C1 -2.31953 0.08812 -0.87121
C2 -1.38235 1.23804 -0.04961
C3 0.56768 -0.02062 -0.41268
C4 1.49438 -0.94847 0.42913
H1 -1.97034 -0.04654 -2.01636
H2 -3.48824 0.75267 -0.59900
H3 -2.29412 -0.96096 -0.18382
H4 -1.97284 1.74471 0.65822
H5 -0.95970 2.11082 -0.61703
H6 -0.36941 -0.03010 1.47370
H7 0.13451 0.31033 -2.13654
H8 1.31646 -1.94618 -0.16530
H9 2.57499 -0.40002 0.34413
N1 -0.19002 0.65861 0.53531
N2 0.91289 -0.15758 -1.60709
F1 1.31194 -0.79827 1.79674

Forces on atoms 1 to 3 (eV/Å):
C -1.12 2.12 2.18
C 0.35 -1.08 -2.05
C 2.89 -2.14 5.53

Löwdin atomic charge list, values in e, 6 entries:
1. C -0.11
2. C -0.28
3. C -0.54
4. C -0.16
5. H 0.07
6. H 0.14